The molecule C3H3NO2, computed with ωB97M-V/def2-TZVPD.

Element x y z (Å)
C1 -1.4078 1.0707 -0.0018
C2 -0.1874 0.6786 -0.2363
C3 0.8185 -0.1593 -0.1759
O1 2.1211 0.0173 -0.4835
N1 0.5476 -1.4993 0.3213
O2 -0.5946 -1.7606 0.5870
H1 -2.2044 0.9891 -0.7374
H2 -1.6572 1.4785 0.9759
H3 2.5642 -0.8149 -0.2494

## Properties
ΔE to the lowest compared entry with this formula, charge and spin, kcal/mol: 116.96
SMILES: C=C=C(O)N=O
E_LUMO, eV: -0.71
Total charge: 0
Frontier orbital gap, eV: 8.76

Löwdin atomic charge list, values in e, 6 entries: number 1, C, carries 0.0462; number 2, C, carries -0.0049; number 3, C, carries -0.3831; number 4, O, carries 0.0508; number 5, N, carries 0.0192; number 6, O, carries 0.0150

A 2-piece molecular cluster, C4H4O2 overall in a non-equilibrium geometry, computed with ωB97M-V/def2-TZVPD.

Element x y z (Å)
C1 2.4263 0.8476 -0.4432
C2 1.4486 0.7203 0.4676
C3 0.5553 0.5972 1.2967
C4 -2.3867 -1.1463 -0.4214
O1 -1.7196 -0.3231 0.1977
O2 -2.2139 -2.1764 -1.0270
H1 3.0557 0.0164 -0.7127
H2 -0.2318 0.4970 1.9824
H3 -3.5082 -0.8288 -0.4089
H4 2.5741 1.7960 -0.9312

## Properties
ΔE to the lowest compared entry with this formula, charge and spin, kcal/mol: 118.07
E_LUMO (spin up / spin down), eV: -0.90 / -3.57
Total charge: 0
Frontier orbital gap (spin up / spin down), eV: 9.60 / 4.67

Löwdin atomic charge list, values in e, 6 entries: number 1, C, carries 0.0298; number 2, C, carries -0.2144; number 3, C, carries 0.1473; number 4, C, carries -0.5268; number 5, O, carries 0.1171; number 6, O, carries 0.0957

A 2-piece molecular cluster, C4H8N2O4 overall in a non-equilibrium geometry, computed with ωB97M-V/def2-TZVPD.

Element x y z (Å)
N1 -3.8318 1.0649 -0.3210
C1 -2.7594 0.6602 -0.4651
C2 -1.3906 0.0919 -0.6582
O1 -1.3490 -1.2628 -0.3901
C3 -0.3706 0.9351 0.1636
O2 -0.8106 2.2519 0.2833
C4 0.9983 0.8977 -0.5149
O3 1.7982 1.7952 -0.3855
O4 1.1805 -0.1610 -1.2859
H1 -1.1467 0.2425 -1.7231
H2 -1.5793 -1.4449 0.5725
H3 -0.2740 0.5090 1.1717
H4 -0.1059 2.8418 -0.0164
H5 1.7779 0.0546 -2.0178
N2 1.8787 -1.8918 1.2597
H6 1.8616 -1.7507 2.2670
H7 1.2900 -2.6965 1.0553
H8 2.8326 -2.1371 1.0047

## Properties
ΔE to the lowest compared entry with this formula, charge and spin, kcal/mol: 38.59
SMILES: N#C[C@H](O)[C@H](O)C(=O)O.N
E_LUMO, eV: 0.35
Total charge: 0
Frontier orbital gap, eV: 10.85

Löwdin atomic charge list, values in e, 6 entries: number 1, N, carries 0.1654; number 2, C, carries -0.1409; number 3, C, carries -0.3414; number 4, O, carries -0.0053; number 5, C, carries -0.2517; number 6, O, carries 0.0121

no.,calculated total energy (Ha)
1,-321.19125
2,-305.09130
3,-567.67320